C47H47BF6N2O3S | wB97M-V/def2-TZVPD

Results
M = 844.8 g mol⁻¹
HOMO energy = -0.23444 Ha

Structure (ORCA input):
```
! wB97M-V def2-TZVPD RIJCOSX def2/J DEFGRID3
* xyz 0 1
H -2.34270 1.06249 -1.41992
C -1.16735 -6.95073 -2.45025
H 0.41970 5.27949 -3.63772
C -2.23199 -0.38103 2.80343
H -2.10763 3.78439 -3.60349
H -1.64535 -8.32515 -0.85156
C -1.14892 -2.51187 -0.50317
C 1.05335 5.65508 -0.83792
H -3.79960 3.47736 1.44734
O 0.35016 3.56842 0.01778
C -0.53775 4.01654 -2.16763
H -0.83590 -3.50992 -0.19816
C -3.83856 3.22195 2.51643
C -1.26361 5.32290 -0.02018
S -3.55077 0.50350 2.03388
H -1.97618 -2.01851 -4.21121
H -0.59660 -2.04809 4.17824
H -0.75217 0.08212 4.32629
F 5.52367 4.32251 -0.10228
C -1.47613 -3.94149 3.70621
C -1.69832 -6.72256 3.79542
H 3.75413 1.36346 -1.35329
C 3.56263 1.34185 1.40388
C 2.68058 1.99946 2.29444
C 7.62561 1.05327 -1.15418
F 3.58952 4.31581 0.93705
C -3.35393 -2.50149 2.20989
H -3.42656 4.04507 3.10647
H 7.40165 1.45915 0.96058
C -2.01751 1.79269 3.66782
C -1.97058 0.06721 -1.19220
H 7.54432 0.63118 -3.27267
C -1.92621 4.33918 -2.67313
C -3.08511 1.98019 2.79510
C -0.58833 1.01108 0.69974
F 5.30360 5.40025 1.81514
C -0.80009 -1.43504 0.27959
H 0.81272 6.53716 -1.44274
H -1.62279 2.60359 4.28114
H -1.65404 6.20419 -0.54721
C 4.84110 1.26845 -1.29953
H -0.63701 -6.50834 3.61533
C -2.32559 -1.81745 2.88246
H 6.42248 2.93456 1.84031
C 1.72839 0.04383 0.55465
H -1.91715 -7.76434 3.57699
H -2.89647 -6.61397 0.48023
C -1.11612 -0.11203 -0.08941
C -2.47122 -4.61066 2.96660
C 0.80539 0.91204 1.19312
H 3.78372 -0.47249 0.22025
O -0.52557 2.57184 -1.88581
H -4.89404 3.08004 2.78512
C -2.45043 -6.35530 -0.48002
H 1.28571 5.99907 0.17783
H 1.38501 -0.71959 -0.14090
H -4.19098 -4.41547 1.67486
H -0.62759 -7.68552 -3.04759
H -2.96713 -0.85325 -2.86095
H -4.11338 -1.94553 1.65700
C -2.31977 -1.00556 -1.99739
N -2.06034 -3.35687 -2.59425
C -1.54437 0.44939 3.68458
O -2.53021 -5.97297 2.88003
C -1.26471 -5.64425 -2.92767
C -1.96137 -4.68682 -2.17285
C -1.74440 -7.30503 -1.22626
C 5.57544 0.96509 -2.44522
C -1.86371 -2.31071 -1.70327
H -0.77115 -5.34734 -3.85414
C -3.57909 -3.36847 -4.46861
C -1.38901 -2.56061 3.63658
C 0.43750 4.23265 -3.30791
C 6.90019 1.34255 -0.00286
H -1.50584 -3.71724 -4.60690
H -0.76467 -4.51089 4.31007
H 1.95795 5.18056 -1.23385
H -0.90339 5.65299 0.96343
C 1.32134 1.82288 2.14552
C -2.17847 -3.07428 -4.03067
H -2.01663 5.41006 -2.89339
H 8.71043 0.97713 -1.08602
F -3.81782 -3.13810 -5.78757
C -3.42258 -3.87572 2.22209
C -0.11353 4.68960 -0.79153
H 0.13631 3.61281 -4.16091
H -0.22376 -1.61692 1.18622
N 4.79162 1.86289 1.07909
H -2.70967 4.04958 -1.96273
B 0.01736 2.43566 -0.66457
H 3.05810 2.68009 3.05422
H 5.05262 0.81375 -3.39124
H 4.92132 3.00082 2.84932
C 6.96755 0.86160 -2.37486
H -1.95686 -6.48312 4.83693
H 0.63571 2.42484 2.73874
C 5.50013 1.45972 -0.06581
H 1.46457 3.96336 -3.04219
F -3.89529 -4.68294 -4.21250
H -2.08257 4.61210 0.15595
C 5.33204 2.99513 1.83941
C -2.58608 -5.06141 -0.96550
F -4.47500 -2.61517 -3.73978
C 4.95091 4.26862 1.14980
H -3.16835 -4.31778 -0.41760
C 3.08784 0.20898 0.71017
H -1.29637 1.64780 1.22845
*
```

C5H13N | wB97M-V/def2-TZVPD

Results
M = 87.2 g mol⁻¹
SMILES string = CC(C)(C)CN
HOMO energy = -0.33103 Ha

Structure (ORCA input):
```
! wB97M-V def2-TZVPD RIJCOSX def2/J DEFGRID3
* xyz 0 1
C 0.66290 -1.37158 -0.16961
C 0.33098 0.09852 0.10365
N -1.91105 -0.27272 -1.25818
C -1.22158 0.34072 -0.08837
H 0.12474 -0.14505 2.36994
H 1.70204 0.23026 1.81240
H 0.45744 1.44982 1.92720
H -1.73393 -1.28173 -1.15560
H 0.17450 -1.90868 -1.15123
H -1.58004 -0.21492 0.90815
H 0.75810 0.85569 -1.86052
H -1.67959 1.33992 0.02070
H -2.95733 -0.08777 -1.20015
C 0.66255 0.39013 1.57676
C 1.05056 1.01959 -0.86521
H 1.76951 -1.48096 -0.27018
H 0.85495 2.03269 -0.61356
H 2.19619 0.98465 -0.85135
H 0.33905 -1.97859 0.76518
*
```

C4H2O2 | wB97M-V/def2-TZVPD

Results
M = 82.1 g mol⁻¹
HOMO energy = -0.36939 Ha

Structure (ORCA input):
```
! wB97M-V def2-TZVPD RIJCOSX def2/J DEFGRID3
* xyz 0 1
H 2.59148 -0.99905 -0.23414
C -0.39643 0.11917 0.48114
O 1.41004 -2.15401 -1.40367
C 1.58316 -1.30022 -0.56441
C -1.47260 2.03597 0.15785
O -1.40710 0.89191 0.85461
H -2.40427 2.47554 0.57718
C 0.49301 -0.56824 0.06024
*
```

H16O8 | wB97M-V/def2-TZVPD

Results
M = 144.1 g mol⁻¹
SMILES string = O.O.O.O.O.O.O.O
HOMO energy = -0.39688 Ha

Structure (ORCA input):
```
! wB97M-V def2-TZVPD RIJCOSX def2/J DEFGRID3
* xyz 0 1
H -0.30485 3.54272 2.02936
O 5.79343 -1.97921 -1.14199
H -2.43012 3.33141 0.42645
O 1.88868 -3.83996 -0.31358
H 1.40373 -3.03058 -0.51030
H -1.59542 4.33791 2.13957
H -3.18989 2.85784 -0.80177
O -3.27530 3.42517 -0.02728
H 0.27639 0.38382 0.23485
O -1.86814 0.09968 2.72625
H -0.55090 -2.68460 -2.47620
H 1.79310 -3.94479 0.63976
O -1.48285 1.15496 -0.48697
H 5.31173 -1.24975 -1.54801
H -2.36399 0.63893 3.35262
O 0.50013 -0.55347 0.21407
O -1.19245 3.60601 1.65902
H -0.93014 1.67115 -1.08450
H -2.26573 0.94952 -1.01031
H 1.44482 -0.57333 0.40422
H -0.44113 -2.29594 -3.94145
H -1.70354 -0.72175 3.20287
O -0.04701 -2.87148 -3.27630
H 5.22946 -2.25426 -0.41037
*
```

C3H3ClF2 | wB97M-V/def2-TZVPD

Results
M = 112.5 g mol⁻¹
HOMO energy (alpha / beta) = -0.32448 / -0.37068 Ha

Structure (ORCA input):
```
! wB97M-V def2-TZVPD RIJCOSX def2/J DEFGRID3
* xyz 0 3
H 1.62214 -1.49349 -0.41092
F -0.92175 1.95358 -0.69862
C -0.32691 -1.12989 -0.17046
C -1.07191 1.76372 0.57466
C 0.87646 -0.72780 -0.48228
F -0.63803 -2.34129 0.35089
H -0.95926 -0.27479 0.15436
H 0.93182 0.32350 -0.66998
Cl 0.48743 1.92645 1.35235
*
```

C7H21NO2 | wB97M-V/def2-TZVPD

Results
M = 151.2 g mol⁻¹
HOMO energy (alpha / beta) = -0.54315 / -0.54304 Ha

Structure (ORCA input):
```
! wB97M-V def2-TZVPD RIJCOSX def2/J DEFGRID3
* xyz 1 2
C -1.24045 0.06839 1.90427
C 0.42673 1.25554 -1.99882
C -1.05276 -1.42723 1.61042
H -1.07410 2.82624 0.55052
H 1.64845 -0.55263 1.69178
H -0.15541 -2.55452 -2.69834
H -0.71913 -1.26841 -2.15150
H 0.02341 -2.64577 0.13015
H -0.80084 -1.98123 2.53585
H 0.78483 0.26951 -1.64734
H -1.97845 -1.83799 1.24200
N -1.76722 0.86465 0.78328
H 2.30583 -1.76085 0.58947
H -0.00261 -0.96366 -0.29139
C 1.48216 -1.57755 1.28165
H -1.07068 2.82785 -1.77803
C -0.77696 1.78895 0.17870
O -0.15445 -1.60297 -2.83431
H 0.19834 1.62343 0.59708
H -2.15508 0.28137 0.08510
H 3.18287 0.97846 -0.26047
H -2.09569 0.11636 2.71447
H 0.28356 1.11940 -3.01170
H 1.55361 -2.28407 2.08179
H 1.26865 1.93899 -1.84983
H -0.27930 0.50734 2.34718
C 0.09937 -1.66275 0.59397
C -0.83952 1.76937 -1.37291
H -1.73020 1.14618 -1.75537
H 1.84868 1.33014 0.28135
O 2.78636 1.40745 0.45095
*
```

C3H9NO2 | wB97M-V/def2-TZVPD

Results
M = 91.1 g mol⁻¹
SMILES string = NCCC=O.O
HOMO energy = -0.35347 Ha

Structure (ORCA input):
```
! wB97M-V def2-TZVPD RIJCOSX def2/J DEFGRID3
* xyz 0 1
O 2.45804 -0.42072 -0.48342
H 2.56188 0.60052 -2.12186
C 0.00600 0.65197 0.24416
N -1.41942 1.09365 0.38455
H -1.38732 1.86294 -0.28681
H -1.66029 -1.73071 2.04731
H -0.03867 -0.52543 -1.53075
H 0.60093 1.28018 0.89661
C 1.88619 0.23536 -1.32507
C 0.38656 0.42775 -1.23393
H -0.62342 -2.74810 2.07796
O -1.01926 -2.09083 2.64697
H 0.13069 -0.33007 0.72526
H -2.07809 0.46721 -0.07462
H 0.19620 1.22630 -1.96636
*
```

C29H25N6S2Ti | wB97M-V/def2-TZVPD

Results
M = 569.6 g mol⁻¹
HOMO energy (alpha / beta) = -0.11899 / -0.13733 Ha

Structure (ORCA input):
```
! wB97M-V def2-TZVPD RIJCOSX def2/J DEFGRID3
* xyz -1 3
H 1.68980 -5.89524 -1.34803
C 0.32490 -3.37084 2.95027
H -1.74710 3.05386 -1.14063
C 2.87620 -0.69134 0.26197
C 0.50240 -4.13644 -1.11863
H 2.18580 1.32186 1.92297
H 5.38470 2.75236 -1.54053
S -1.16530 -2.05344 -1.60933
H -2.17550 -1.34714 3.34137
C -2.49240 1.89566 0.52227
H -2.70760 4.59566 0.32957
C -4.91420 2.15986 1.09047
C 3.30800 0.69526 0.20167
H -4.76720 5.92726 0.73807
H 4.51180 0.45656 -1.56213
N -0.78440 -2.82924 3.51407
C -2.27130 0.74886 1.29577
C -1.13660 -0.02614 1.07237
C -3.67730 2.71546 0.73367
H 3.20300 3.55266 2.03847
C -3.63570 4.10746 0.58617
H -5.02130 1.09026 1.19097
C 2.91880 1.62376 1.18077
C 4.36940 3.29886 0.25827
C -0.76850 -3.67404 -1.09433
H 3.57220 -1.33434 -0.29463
C 4.19420 1.14596 -0.78943
C -5.99820 2.99376 1.27347
Ti 0.93640 -1.10304 -0.58013
H 1.74030 -3.37114 1.33357
H -2.10480 -5.36834 -1.25183
N 1.16000 0.25066 -1.97303
C 0.87020 -2.89864 1.78557
H 4.80340 4.28666 0.30257
H 0.74110 -4.22364 3.46997
H 2.56040 -0.72084 -3.14513
N -0.26470 0.28356 0.07067
N 0.36360 -1.82814 1.14367
S 1.84820 -3.11054 -1.57253
C 3.46470 2.88796 1.22567
H -6.96990 2.59526 1.54447
C -0.49050 1.36516 -0.72023
N 1.45900 2.41846 -3.73243
H -2.97360 0.48976 2.07297
C -1.56650 2.21286 -0.48703
H 2.79310 1.21026 -4.74873
C 2.13690 1.25806 -3.88833
C -1.93220 -4.50284 -0.60803
C 2.00170 0.20436 -3.02023
C 0.43020 1.41256 -1.82393
H 0.08250 3.39886 -2.59293
C -4.77830 4.84516 0.81237
C -0.72670 -1.21984 1.74827
C -1.28390 -1.77924 2.89967
H 1.33790 -5.47334 0.32127
N -5.94780 4.31496 1.14897
C 4.69670 2.43076 -0.77013
H 2.80950 -1.03434 1.30397
C 0.62770 2.46976 -2.71353
H -2.83550 -3.89384 -0.60943
C 0.91350 -5.51634 -0.68433
H 0.07830 -6.21094 -0.67893
H -1.75940 -4.85724 0.41197
*
```

Energy
In order: -86442.3075 -6884.9582 -8268.7399 -16639.0610 -21110.7851 -13175.1787 -8840.8758 -84208.2425
Unit: eV
ΔE to the lowest compared entry with this formula, charge and spin
In order: 0.0 28.6 87.4 68.0 28.9 19.3 48.0 25.9
Unit: kcal per mole